# 1
Here is an isolated molecule of C12H16N2O at a distorted geometry from OMol25. Energies are from ωB97M-V/def2-TZVPD.

Results
- multiplicity = 1
- gap between HOMO and LUMO (hartree) = 0.336
- electronic energy (eV) = -17726.3094
- relative energy (zero: lowest compared OMol25 entry of this formula, charge and spin) (kcal/mol) = 134.1
- E_HOMO (eV) = -9.10
- net charge = 0
- max |F| (Eh/bohr) = 0.10127

CARTESIAN COORDINATES (ANGSTROEM)
1 C 0.99059 2.09447 -0.02957
2 N 0.53512 1.17623 0.76923
3 O 1.64873 0.25349 1.04462
4 C 1.12892 -1.08430 1.26547
5 C -0.30308 -1.34415 1.85946
6 C -0.40384 -2.87799 2.00206
7 C -0.43373 -3.47963 0.60896
8 C 0.25124 -2.74443 -0.51335
9 C 1.40349 -1.91612 0.02826
10 C 0.10427 2.97773 -0.71991
11 C 0.32093 3.39155 -2.04100
12 C -0.74550 3.84423 -2.96932
13 N -1.90048 4.17562 -2.34464
14 C -2.14461 3.74242 -1.06092
15 C -1.16891 3.16665 -0.26340
16 H 2.04797 2.30487 -0.36347
17 H 1.86336 -1.61294 1.89479
18 H -1.17931 -1.01201 1.30196
19 H -0.45108 -0.89108 2.73629
20 H 0.47013 -3.36711 2.55160
21 H -1.30733 -3.13840 2.70513
22 H -1.40809 -3.71530 0.11399
23 H 0.17398 -4.49823 0.83356
24 H 0.64773 -3.47592 -1.09416
25 H -0.45504 -2.10772 -1.08395
26 H 2.31573 -2.46725 0.26629
27 H 1.68780 -1.36343 -0.93673
28 H 1.28324 3.18005 -2.47934
29 H -0.47645 4.05210 -4.06032
30 H -3.04242 4.05258 -0.74933
31 H -1.45336 2.68406 0.72772

Cartesian forces (eV/Å) of the 6 atoms listed first:
1.587 -0.635 0.710
2.628 -0.147 -1.685
-2.008 0.930 0.824
-0.139 -0.257 -0.182
1.392 -1.713 -2.730
-0.953 0.082 1.702

# 2
Here is an isolated ion of composition C21H28N3O7S and charge +1 from OMol25. Energies are from ωB97M-V/def2-TZVPD.

Results
- multiplicity = 1
- gap between HOMO and LUMO (hartree) = 0.327
- electronic energy (eV) = -51864.7444
- relative energy (zero: lowest compared OMol25 entry of this formula, charge and spin) (kcal/mol) = 3.1
- E_HOMO (eV) = -11.55
- net charge = +1
- max |F| (Eh/bohr) = 0.01593

CARTESIAN COORDINATES (ANGSTROEM)
1 C -0.52630 -0.73610 -4.45569
2 C 0.77743 -1.49589 -4.65108
3 O 0.74175 -2.76165 -3.98200
4 C 1.16552 -2.80454 -2.73669
5 O 1.61885 -1.88657 -2.10403
6 O 1.01002 -4.05867 -2.28680
7 C 1.42751 -4.35509 -0.96946
8 C 1.10403 -5.80799 -0.69204
9 O 0.70599 -3.50125 -0.08409
10 C 1.40013 -2.58755 0.59327
11 O 2.58649 -2.58550 0.74459
12 C 0.46303 -1.46357 1.05147
13 N 0.72080 -0.44075 0.08042
14 C 0.08003 0.49521 -0.63806
15 O -1.00901 0.57376 -1.13758
16 C 1.35542 1.37900 -0.67614
17 N 1.38176 2.72598 -0.17780
18 C 0.48804 3.69906 -0.20943
19 O 0.77706 4.87306 0.02852
20 C -1.00220 3.43697 -0.50302
21 N -1.51490 4.81333 -0.78768
22 C -1.71327 2.91858 0.73211
23 C -2.80743 2.07270 0.58918
24 C -3.51988 1.67161 1.70628
25 C -3.15190 2.11791 2.96543
26 C -2.06212 2.96093 3.10963
27 C -1.34372 3.36479 1.99756
28 C 1.93637 0.29840 0.26643
29 S 1.97202 0.59573 2.06738
30 C 0.79081 -0.81724 2.42516
31 C 1.44896 -1.77153 3.40596
32 C -0.48030 -0.21152 3.00595
33 H -0.49606 0.18557 -5.02990
34 H -0.68028 -0.49795 -3.40555
35 H -1.36076 -1.33950 -4.80216
36 H 1.62856 -0.91875 -4.27547
37 H 0.93086 -1.74154 -5.70327
38 H 2.50028 -4.13585 -0.85555
39 H 1.43473 -6.07142 0.30800
40 H 0.03221 -5.96102 -0.77681
41 H 1.61262 -6.43072 -1.42068
42 H -0.57358 -1.80086 0.99802
43 H 1.82218 1.33743 -1.66786
44 H 2.30386 3.02287 0.13279
45 H -1.15945 2.75908 -1.34396
46 H -0.64835 5.37607 -0.40451
47 H -2.36184 5.03055 -0.25762
48 H -1.65917 5.01259 -1.77903
49 H -3.08901 1.71579 -0.38872
50 H -4.36612 1.01321 1.58999
51 H -3.71170 1.80689 3.83315
52 H -1.76964 3.30879 4.08745
53 H -0.49811 4.02398 2.12271
54 H 2.84626 -0.20534 -0.06073
55 H 1.58778 -1.27420 4.36277
56 H 0.81795 -2.64567 3.55574
57 H 2.41995 -2.09649 3.04332
58 H -0.24061 0.40475 3.86863
59 H -1.15996 -0.99955 3.32362
60 H -0.98358 0.40968 2.26791

Cartesian forces (eV/Å) of the 6 atoms listed first:
0.287 -0.357 0.090
-0.001 0.551 -0.120
-0.170 -0.420 -0.098
0.079 -0.127 0.026
0.221 0.184 0.080
-0.280 -0.106 -0.240

The lowest E_HOMO belongs to which entry?
C21H28N3O7S

Which formula does entry 2 have?
C21H28N3O7S